Entry one
The following is a DFT calculation (wB97M-V/def2-TZVPD) of a cluster of 2 separate species, C3H13N4 in total.

Summary:
LUMO energy (Ha): -0.142
E_HOMO (eV): -11.881
Charge: +1
Kohn-Sham gap (eV): 8.0242

Last column: Löwdin charge in e.
Positions of all 20 atoms, in Å:
C1 0.2230 2.1680 0.4555  -0.06
C2 0.1762 0.9203 1.3078  -0.22
N1 0.5153 1.1524 2.7764  0.19
H1 -0.0416 1.9162 -0.5626  0.07
H2 -0.4889 2.9137 0.8166  0.09
H3 1.2251 2.6135 0.4577  0.09
H4 -0.8626 0.5893 1.3842  0.13
H5 0.8378 0.1323 0.9644  0.11
H6 1.2782 1.8318 2.8313  0.17
H7 0.7844 0.2745 3.2219  0.17
H8 -0.2630 1.5190 3.3285  0.17
N2 0.4033 -2.7051 -1.9814  0.11
C3 -0.6953 -1.8768 -1.7680  -0.61
N3 -0.4150 -0.7701 -0.9366  0.08
N4 -1.8367 -2.0521 -2.2854  0.11
H9 0.3185 -3.3180 -2.7717  0.09
H10 1.3053 -2.2656 -1.8887  0.08
H11 0.4559 -0.3250 -1.2046  0.08
H12 -1.0985 -0.0347 -1.0689  0.08
H13 -1.8214 -2.6836 -3.0765  0.05

Entry two
The following is a DFT calculation (wB97M-V/def2-TZVPD) of a cluster of 2 separate species, C3H13N4 in total.

Summary:
LUMO energy (Ha): -0.122
E_HOMO (eV): -12.583
Charge: +1
Kohn-Sham gap (eV): 9.2647

Last column: Löwdin charge in e.
Positions of all 20 atoms, in Å:
C1 2.4947 0.2322 -0.9054  -0.08
C2 2.4496 -0.1868 0.5323  -0.20
C3 -1.1628 -1.0655 0.6859  -0.12
N1 -2.3537 -0.4497 0.6630  0.14
N2 -4.1184 1.3333 -1.1124  0.02
N3 -0.0171 -0.4636 0.4030  0.01
N4 1.1864 -0.8775 0.9837  -0.05
H1 1.4563 0.2020 -1.2998  0.08
H2 3.0124 1.1084 -0.9402  0.05
H3 3.0682 -0.4155 -1.5731  0.09
H4 2.3605 0.6534 1.1473  0.09
H5 3.3497 -0.8120 0.8191  0.15
H6 -1.1371 -2.1016 1.0817  0.17
H7 -3.1565 -1.1135 0.6990  0.14
H8 -2.4581 0.4859 0.2367  0.09
H9 -4.2021 1.0105 -2.0327  0.00
H10 -4.2329 2.3322 -0.9354  0.04
H11 0.0531 0.5183 0.0806  0.18
H12 -4.7998 0.8239 -0.5607  0.02
H13 1.0559 -1.8952 1.2421  0.16

Stability summary - winner: entry one; margin: 127.4 kJ/mol.

Entry one
The following is a DFT calculation (wB97M-V/def2-TZVPD) of a cluster of 2 separate species, C10H16O in total.

Summary:
SMILES string: CCc1ccc(O)cc1.CC
LUMO energy (Ha): 0.031
E_HOMO (eV): -8.387
Charge: 0
Kohn-Sham gap (eV): 9.2223

Last column: Löwdin charge in e.
Positions of all 27 atoms, in Å:
C1 -2.3642 -2.4212 -1.4162  -0.10
C2 -2.0968 -0.9977 -0.9169  -0.24
C3 -0.8036 -0.8317 -0.1515  -0.27
C4 0.3603 -0.6870 -0.8946  -0.06
C5 1.6016 -0.7058 -0.2502  -0.03
C6 1.6597 -0.8572 1.1314  -0.34
O1 2.8207 -0.9458 1.8340  0.05
C7 0.4870 -0.8006 1.8864  -0.03
C8 -0.7234 -0.8639 1.2481  -0.04
H1 -2.3083 -3.0980 -0.5672  0.08
H2 -1.7649 -2.4612 -2.2912  0.06
H3 -3.3380 -2.5433 -1.8948  0.07
H4 -2.1360 -0.4701 -1.9599  0.13
H5 -2.9131 -0.4382 -0.4706  0.10
H6 0.3997 -0.7275 -1.9851  0.12
H7 2.5575 -0.4361 -0.6739  0.11
H8 3.5358 -1.2101 1.2357  0.11
H9 0.4740 -0.8105 2.9935  0.13
H10 -1.7124 -0.7620 1.7614  0.13
C9 1.0667 2.9712 0.8420  -0.18
C10 0.5359 2.5175 -0.4498  -0.20
H11 2.0455 3.4222 0.7385  0.06
H12 0.4382 3.7883 1.2555  0.08
H13 1.1770 2.1756 1.5982  0.07
H14 0.2462 3.2775 -1.1999  0.07
H15 -0.4290 1.9729 -0.2727  0.08
H16 1.1837 1.9427 -1.1300  0.06

Entry two
The following is a DFT calculation (wB97M-V/def2-TZVPD) of a cluster of 2 separate species, C10H16O in total.

Summary:
SMILES string: Cc1ccc(O)cc1.CCC
LUMO energy (Ha): 0.030
E_HOMO (eV): -8.238
Charge: 0
Kohn-Sham gap (eV): 9.0550

Last column: Löwdin charge in e.
Positions of all 27 atoms, in Å:
C1 -2.1296 -0.6824 -0.0002  -0.10
C2 -0.9409 -0.3224 0.7981  -0.33
C3 -0.4080 -1.2019 1.7129  -0.04
C4 0.6122 -0.7889 2.5969  0.00
C5 0.8571 0.5766 2.6613  -0.31
O1 1.6020 1.0109 3.7110  0.04
C6 0.2520 1.5533 1.7798  -0.01
C7 -0.6015 1.0471 0.8477  -0.07
H1 -2.4680 -0.0044 -0.7759  0.07
H2 -3.0442 -0.8419 0.5960  0.09
H3 -2.1619 -1.6463 -0.5700  0.09
H4 -0.8067 -2.2033 1.7419  0.12
H5 1.0600 -1.3868 3.3734  0.11
H6 1.7609 1.9592 3.6402  0.10
H7 0.4590 2.5664 2.0538  0.10
H8 -1.1223 1.7598 0.1884  0.13
C8 0.3670 -1.4176 -2.0907  -0.12
C9 0.1570 0.0185 -2.5404  -0.31
C10 1.2779 1.0075 -2.2122  -0.11
H9 -0.1697 -2.2710 -2.4566  0.06
H10 0.3181 -1.3346 -0.9918  0.05
H11 1.4234 -1.7203 -2.1603  0.07
H12 -0.0109 0.0160 -3.6224  0.10
H13 -0.7614 0.3814 -2.0728  0.07
H14 2.2736 0.6199 -2.2657  0.06
H15 1.0046 1.9056 -2.7781  0.07
H16 1.2004 1.3997 -1.1645  0.06

Entry three
The following is a DFT calculation (wB97M-V/def2-TZVPD) of a cluster of 2 separate species, C10H16O in total.

Summary:
SMILES string: Cc1ccc(O)cc1.CCC
LUMO energy (Ha): 0.031
E_HOMO (eV): -8.443
Charge: 0
Kohn-Sham gap (eV): 9.2956

Last column: Löwdin charge in e.
Positions of all 27 atoms, in Å:
C1 0.3133 0.2671 2.6529  -0.05
C2 -0.5482 -0.5119 1.6937  -0.30
C3 -0.3316 -1.8767 1.4845  -0.04
C4 -1.0669 -2.5586 0.5264  -0.02
C5 -2.0381 -1.9367 -0.2425  -0.33
O1 -2.7012 -2.6495 -1.1977  0.05
C6 -2.3190 -0.6002 0.0322  -0.03
C7 -1.5806 0.0828 0.9878  -0.06
H1 0.3515 -0.1872 3.6477  0.08
H2 -0.0857 1.2761 2.7217  0.07
H3 1.3384 0.2512 2.2941  0.06
H4 0.4147 -2.4497 2.0262  0.12
H5 -0.9217 -3.6271 0.4225  0.12
H6 -3.4969 -2.1588 -1.4373  0.10
H7 -3.1106 -0.1005 -0.5238  0.11
H8 -1.8166 1.1205 1.1897  0.11
C8 2.4446 0.9437 -0.6468  -0.12
C9 1.7114 1.0585 -1.9719  -0.31
C10 0.6418 2.1502 -1.9541  -0.12
H9 3.2604 0.2235 -0.6851  0.07
H10 1.7890 0.7321 0.1947  0.04
H11 2.9568 1.8691 -0.3715  0.07
H12 2.4055 1.2078 -2.7991  0.09
H13 1.2442 0.0969 -2.1878  0.09
H14 0.7426 2.7759 -1.0706  0.06
H15 0.7818 2.8362 -2.7961  0.06
H16 -0.3790 1.7655 -1.9897  0.06

Entry four
The following is a DFT calculation (wB97M-V/def2-TZVPD) of a cluster of 2 separate species, C10H16O in total.

Summary:
SMILES string: CCc1ccccc1.CCO
LUMO energy (Ha): 0.034
E_HOMO (eV): -8.900
Charge: 0
Kohn-Sham gap (eV): 9.8269

Last column: Löwdin charge in e.
Positions of all 27 atoms, in Å:
C1 -0.6587 -2.9728 -1.4920  -0.08
C2 -0.0886 -1.6089 -2.0214  -0.19
C3 -0.6126 -0.2796 -1.4801  -0.22
C4 -1.9505 -0.2101 -1.0121  -0.06
C5 -2.5619 0.9543 -0.6379  -0.09
C6 -1.8344 2.1461 -0.7778  -0.11
C7 -0.5530 2.1333 -1.2544  -0.09
C8 0.0498 0.8998 -1.6631  -0.05
H1 -0.1826 -3.1841 -0.5453  0.07
H2 -0.4857 -3.6644 -2.3128  0.07
H3 -1.7118 -2.9048 -1.2374  0.05
H4 1.0009 -1.5103 -1.9262  0.10
H5 -0.1411 -1.7070 -3.1113  0.10
H6 -2.5989 -1.0730 -1.1461  0.10
H7 -3.6385 0.9752 -0.4666  0.11
H8 -2.2043 3.0807 -0.3478  0.10
H9 -0.0701 3.0612 -1.5217  0.10
H10 1.1157 1.0676 -1.7768  0.11
C9 1.0884 0.6253 3.2045  -0.09
C10 2.3486 0.8979 2.4066  -0.34
O1 2.7600 -0.2383 1.6455  -0.09
H11 0.8849 1.3835 3.9697  0.07
H12 1.3352 -0.1797 3.9451  0.08
H13 0.2569 0.3136 2.5909  0.07
H14 2.3942 1.6589 1.6119  0.11
H15 3.1182 1.2879 3.0889  0.10
H16 2.9396 -0.9523 2.2677  0.08

Stability summary - winner: entry three; margin: 82.1 kJ/mol.

Entry one
The following is a DFT calculation (wB97M-V/def2-TZVPD) of a cluster of 2 separate species, C10H16O in total.

Summary:
SMILES string: Cc1ccc(O)cc1.CCC
LUMO energy (Ha): 0.026
E_HOMO (eV): -8.202
Charge: 0
Kohn-Sham gap (eV): 8.9147

Last column: Löwdin charge in e.
Positions of all 27 atoms, in Å:
C1 -0.1041 -1.7258 2.9131  -0.07
C2 -0.6977 -1.1559 1.6672  -0.31
C3 -1.4642 0.0166 1.8446  -0.04
C4 -2.0383 0.6386 0.6454  -0.01
C5 -1.8652 -0.0726 -0.5476  -0.37
O1 -2.7043 0.4413 -1.5147  -0.05
C6 -1.1641 -1.2807 -0.6974  -0.08
C7 -0.6508 -1.9080 0.4324  -0.06
H1 -0.4708 -1.5672 3.8664  0.05
H2 0.9293 -1.6154 2.9734  0.05
H3 -0.0901 -2.8912 2.6661  0.12
H4 -1.4659 0.5420 2.8500  0.13
H5 -2.3974 1.7613 0.8686  0.16
H6 -2.8391 -0.0765 -2.4574  0.20
H7 -1.2410 -1.8122 -1.6718  0.12
H8 -0.1114 -2.9938 0.4068  0.16
C8 1.7204 0.4208 -0.2502  -0.09
C9 2.3356 1.3194 -1.3606  -0.25
C10 1.1322 1.9469 -2.1470  -0.11
H9 1.4299 0.9667 0.6431  0.08
H10 0.7746 -0.0792 -0.5936  0.05
H11 2.4609 -0.2647 -0.0693  0.03
H12 2.8409 0.7672 -1.9919  0.03
H13 2.9690 2.1433 -1.0596  0.09
H14 1.5161 2.9132 -2.6305  0.09
H15 0.0638 2.0459 -1.7385  0.10
H16 1.1318 1.5200 -3.0469  -0.01

Entry two
The following is a DFT calculation (wB97M-V/def2-TZVPD) of a cluster of 2 separate species, C10H16O in total.

Summary:
SMILES string: Cc1ccc(O)cc1.CCC
LUMO energy (Ha): 0.032
E_HOMO (eV): -8.514
Charge: 0
Kohn-Sham gap (eV): 9.3852

Last column: Löwdin charge in e.
Positions of all 27 atoms, in Å:
C1 1.2994 -2.6860 0.3786  -0.07
C2 1.1041 -1.2830 -0.0790  -0.29
C3 1.7249 -0.8133 -1.2285  -0.04
C4 1.7531 0.5721 -1.5009  -0.02
C5 1.2247 1.4913 -0.6204  -0.32
O1 1.5324 2.8124 -0.8533  0.04
C6 0.6033 1.0357 0.5477  -0.04
C7 0.5897 -0.3088 0.8135  -0.05
H1 2.0219 -3.2580 -0.2211  0.07
H2 0.3498 -3.2226 0.4308  0.07
H3 1.9728 -2.7077 1.2752  0.10
H4 2.0373 -1.5414 -1.9592  0.11
H5 2.2133 0.7142 -2.4708  0.11
H6 1.4535 3.0035 -1.7939  0.10
H7 0.0932 1.7707 1.1653  0.12
H8 0.0174 -0.7376 1.6312  0.11
C8 -2.6959 1.1737 0.5952  -0.08
C9 -2.8942 -0.3540 0.2286  -0.31
C10 -2.7346 -1.3341 1.3763  -0.14
H9 -1.6987 1.4737 0.3168  0.02
H10 -2.9876 1.2817 1.6432  0.08
H11 -3.3617 1.5846 -0.1606  0.06
H12 -3.8462 -0.5198 -0.3049  0.09
H13 -2.3142 -0.6946 -0.6566  0.10
H14 -2.3128 -0.8947 2.2705  0.06
H15 -3.6805 -1.7544 1.7206  0.06
H16 -2.1988 -2.2717 1.1638  0.06

Entry three
The following is a DFT calculation (wB97M-V/def2-TZVPD) of a cluster of 2 separate species, C10H16O in total.

Summary:
SMILES string: CCc1ccc(O)cc1.CC
LUMO energy (Ha): 0.029
E_HOMO (eV): -8.379
Charge: 0
Kohn-Sham gap (eV): 9.1720

Last column: Löwdin charge in e.
Positions of all 27 atoms, in Å:
C1 -0.4824 -1.4540 -2.5495  -0.06
C2 -0.5431 -0.5166 -1.2639  -0.22
C3 0.5820 -0.8320 -0.3657  -0.29
C4 1.7060 -0.0096 -0.2995  -0.04
C5 2.6839 -0.2132 0.6443  -0.02
C6 2.6528 -1.3562 1.4315  -0.34
O1 3.6249 -1.6730 2.3450  -0.02
C7 1.4869 -2.1293 1.4522  -0.03
C8 0.4487 -1.8636 0.5564  -0.05
H1 0.5738 -1.5022 -2.8691  0.08
H2 -1.1185 -1.0036 -3.2846  0.06
H3 -0.7366 -2.4324 -2.1736  0.06
H4 -0.4981 0.5440 -1.4740  0.08
H5 -1.5212 -0.6937 -0.8039  0.10
H6 1.6761 0.8545 -0.9620  0.12
H7 3.3959 0.5955 0.7499  0.12
H8 3.8475 -2.7074 2.3948  0.18
H9 1.2993 -3.0879 2.0195  0.13
H10 -0.3582 -2.5923 0.3705  0.12
C9 -2.0913 2.1102 0.1331  -0.18
C10 -2.6213 3.3839 0.7933  -0.17
H11 -2.7969 1.2977 0.0609  0.06
H12 -1.5641 2.3092 -0.7882  0.05
H13 -1.2700 1.8582 0.8350  0.07
H14 -2.1003 3.5526 1.7697  0.07
H15 -3.6860 3.2554 1.0441  0.06
H16 -2.5899 4.3062 0.2339  0.05

Stability summary - winner: entry three; margin: 15.4 kJ/mol.

Entry one
The following is a DFT calculation (wB97M-V/def2-TZVPD) of a cluster of 2 separate species, C10H16O in total.

Summary:
SMILES string: Cc1ccc(O)cc1.CCC
LUMO energy (Ha): 0.032
E_HOMO (eV): -8.457
Charge: 0
Kohn-Sham gap (eV): 9.3308

Last column: Löwdin charge in e.
Positions of all 27 atoms, in Å:
C1 -2.2469 -2.4191 0.1627  -0.06
C2 -0.8219 -2.0684 -0.1525  -0.30
C3 0.1068 -1.9970 0.8800  -0.04
C4 1.4338 -1.6705 0.6072  -0.03
C5 1.7583 -1.2916 -0.6831  -0.33
O1 3.0176 -0.7804 -0.9541  0.03
C6 0.8847 -1.4256 -1.7567  -0.01
C7 -0.4176 -1.8096 -1.4572  -0.04
H1 -2.4308 -3.4627 -0.1019  0.08
H2 -2.9831 -1.8287 -0.3790  0.08
H3 -2.4792 -2.3576 1.2224  0.07
H4 -0.2080 -2.1892 1.8950  0.11
H5 2.1902 -1.6033 1.3767  0.11
H6 3.6010 -1.0554 -0.2374  0.10
H7 1.3520 -1.4698 -2.7285  0.12
H8 -1.1291 -1.8569 -2.2653  0.11
C8 -1.2714 3.3000 0.2228  -0.12
C9 -0.4023 2.1064 0.5920  -0.32
C10 1.0796 2.4677 0.4782  -0.13
H9 -1.3157 3.9758 1.0734  0.07
H10 -2.2862 3.0239 -0.0693  0.07
H11 -0.8241 3.8180 -0.6225  0.07
H12 -0.5481 1.7654 1.6129  0.09
H13 -0.5697 1.2121 -0.0048  0.09
H14 1.3696 2.6138 -0.5637  0.07
H15 1.4062 3.3443 1.0394  0.07
H16 1.7340 1.6585 0.8133  0.06

Entry two
The following is a DFT calculation (wB97M-V/def2-TZVPD) of a cluster of 2 separate species, C10H16O in total.

Summary:
SMILES string: Cc1ccc(O)cc1.CCC
LUMO energy (Ha): 0.030
E_HOMO (eV): -8.251
Charge: 0
Kohn-Sham gap (eV): 9.0734

Last column: Löwdin charge in e.
Positions of all 27 atoms, in Å:
C1 1.5786 3.5425 -1.0084  -0.09
C2 0.9020 2.3148 -1.4314  -0.28
C3 1.4189 1.1411 -0.8247  -0.05
C4 0.8735 -0.1074 -0.9677  -0.03
C5 -0.1147 -0.2594 -1.9268  -0.34
O1 -0.6736 -1.4879 -1.9769  0.04
C6 -0.5157 0.8146 -2.7416  -0.03
C7 0.0051 2.0702 -2.4957  -0.06
H1 1.8822 4.1847 -1.8653  0.09
H2 2.4102 3.5667 -0.3000  0.07
H3 0.9032 4.1810 -0.3742  0.09
H4 2.3912 1.3732 -0.3159  0.12
H5 1.1767 -1.0074 -0.4281  0.12
H6 -1.5210 -1.5420 -2.4272  0.11
H7 -1.2852 0.7503 -3.5879  0.14
H8 -0.2345 2.8813 -3.1908  0.11
C8 -1.6601 -3.0232 2.4254  -0.13
C9 -0.7765 -2.0061 1.7012  -0.33
C10 -0.0456 -1.1146 2.7941  -0.12
H9 -2.7060 -2.5796 2.4051  0.09
H10 -1.3801 -3.2390 3.4418  0.06
H11 -1.6771 -3.8837 1.7188  0.07
H12 0.0540 -2.3640 1.0846  0.08
H13 -1.2973 -1.2904 1.0360  0.09
H14 0.3169 -0.1458 2.4008  0.06
H15 -0.7819 -1.0684 3.6176  0.06
H16 0.7567 -1.7016 3.2373  0.06

Entry three
The following is a DFT calculation (wB97M-V/def2-TZVPD) of a cluster of 2 separate species, C10H16O in total.

Summary:
SMILES string: CCc1ccc(O)cc1.CC
LUMO energy (Ha): 0.032
E_HOMO (eV): -8.336
Charge: 0
Kohn-Sham gap (eV): 9.1947

Last column: Löwdin charge in e.
Positions of all 27 atoms, in Å:
C1 -1.6803 2.8856 0.0745  -0.10
C2 -1.1334 1.5304 -0.3941  -0.24
C3 -0.1031 0.8750 0.5221  -0.26
C4 1.1872 1.3337 0.2432  -0.03
C5 2.1920 0.6752 0.9275  -0.03
C6 1.8987 -0.2745 1.8937  -0.33
O1 2.8013 -0.7636 2.8047  0.04
C7 0.5755 -0.5629 2.2171  -0.01
C8 -0.5049 0.0005 1.5163  -0.02
H1 -2.3379 3.2941 -0.7190  0.08
H2 -0.9122 3.6445 0.2655  0.07
H3 -2.2539 2.7883 0.9950  0.07
H4 -1.9657 0.9595 -0.7542  0.09
H5 -0.6961 1.5707 -1.4092  0.11
H6 1.3627 2.1288 -0.4421  0.11
H7 3.2557 0.7466 0.6454  0.12
H8 3.6788 -0.4596 2.5399  0.10
H9 0.2959 -1.0695 3.1455  0.12
H10 -1.5705 -0.0257 1.7618  0.13
C9 0.1963 -2.3239 -2.1917  -0.18
C10 -1.2244 -2.5505 -1.7011  -0.17
H11 0.9948 -2.8569 -1.6022  0.08
H12 0.2122 -2.6811 -3.2066  0.05
H13 0.5578 -1.2893 -2.2581  0.06
H14 -1.9048 -2.1362 -2.4515  0.06
H15 -1.3716 -1.8465 -0.8762  0.04
H16 -1.5501 -3.5927 -1.5459  0.07

Entry four
The following is a DFT calculation (wB97M-V/def2-TZVPD) of a cluster of 2 separate species, C10H16O in total.

Summary:
SMILES string: Cc1ccc(O)cc1.CCC
LUMO energy (Ha): 0.032
E_HOMO (eV): -8.074
Charge: 0
Kohn-Sham gap (eV): 8.9464

Last column: Löwdin charge in e.
Positions of all 27 atoms, in Å:
C1 -0.8735 2.3940 0.6170  -0.08
C2 -0.2344 1.5856 -0.3258  -0.34
C3 -1.0557 0.7633 -1.0939  -0.08
C4 -0.6062 0.1275 -2.2317  -0.04
C5 0.7317 0.2171 -2.5687  -0.26
O1 0.9429 -0.0858 -3.9388  0.00
C6 1.6322 0.9307 -1.7402  -0.06
C7 1.2019 1.4345 -0.5926  -0.08
H1 -0.4157 3.3611 0.2017  0.13
H2 -0.5774 2.4414 1.6005  0.05
H3 -1.9742 2.2019 0.7188  0.11
H4 -2.1461 0.8577 -0.8925  0.12
H5 -1.2903 -0.3889 -2.9914  0.14
H6 0.1804 -0.5664 -4.2915  0.08
H7 2.7051 1.1943 -1.9706  0.14
H8 1.9208 1.8368 0.1371  0.13
C8 1.0965 -1.5505 1.0701  -0.14
C9 -0.1088 -1.0762 1.7763  -0.33
C10 -0.9333 -2.2461 2.4399  -0.13
H9 0.6185 -2.3161 0.3327  0.11
H10 1.9889 -1.9318 1.5642  0.07
H11 1.4833 -0.7164 0.3862  0.06
H12 0.1354 -0.4493 2.6358  0.09
H13 -0.7773 -0.4327 1.0618  0.11
H14 -0.9551 -3.2967 2.0774  0.07
H15 -0.6949 -2.2703 3.5400  0.07
H16 -1.9946 -2.0186 2.4782  0.05

Stability summary - winner: entry one; margin: 85.7 kJ/mol.